(1)
122
Properties=species:S:1:pos:R:3:forces:R:3 method="wB97M-V/def2-TZVPD" homo_ev=-8.107 e_lumo_ev=-0.06 gap_ev=8.05 smiles="CCC(=O)OCC[C@@H]1COS(=O)(=O)[C@](O)(CN)[C@H]1CC(=O)I.c1cc[nH]c1.c1cc[nH]c1.c1cc[nH]c1.c1cc[nH]c1.c1cc[nH]c1.c1cc[nH]c1.c1cc[nH]c1.c1cc[nH]c1"
C 1.122 1.068 0.025 0.309 0.416 0.330
C 0.181 2.275 -0.139 0.319 -0.361 0.294
C -0.869 2.175 -1.208 -0.562 0.074 0.229
O -2.033 2.296 -0.951 -0.188 0.025 -0.060
O -0.473 1.986 -2.504 0.474 -0.119 0.165
C -0.272 0.614 -2.873 -0.052 -0.238 -0.623
C 0.921 0.518 -3.801 -0.247 0.050 -0.024
C 0.706 1.353 -5.082 0.297 -0.216 0.313
C 1.228 0.575 -6.305 -0.473 -0.065 -0.142
O 1.892 1.432 -7.259 0.066 -0.147 0.177
S 3.278 1.947 -6.689 0.744 0.086 -0.417
O 3.834 2.794 -7.695 -0.208 0.187 0.027
O 4.071 0.846 -6.231 -0.314 -0.259 0.076
C 2.750 2.974 -5.254 0.124 0.311 0.572
O 2.952 4.302 -5.626 -0.342 0.063 -0.059
C 3.588 2.589 -4.009 0.608 -0.270 0.174
N 4.744 3.472 -3.813 -0.342 0.078 -0.269
C 1.230 2.801 -4.980 0.078 0.026 -0.435
C 0.409 3.740 -5.874 -0.404 -0.364 -0.116
C 0.301 5.126 -5.317 0.298 0.145 -0.171
O 0.758 5.519 -4.312 0.018 0.130 0.558
I -0.881 6.518 -6.504 0.020 -0.436 -0.252
H 1.411 0.582 -0.900 -0.049 -0.056 -0.084
H 2.048 1.421 0.478 0.053 -0.012 0.046
H 0.704 0.356 0.734 -0.127 -0.270 -0.222
H -0.375 2.389 0.787 0.010 0.187 0.076
H 0.783 3.175 -0.260 -0.115 0.126 -0.365
H -1.144 0.252 -3.425 -0.235 0.152 0.143
H -0.169 -0.027 -2.001 0.063 0.028 0.115
H 1.823 0.807 -3.266 0.159 -0.028 -0.080
H 1.024 -0.528 -4.094 0.037 -0.110 0.155
H -0.374 1.429 -5.204 -0.073 0.106 -0.002
H 1.892 -0.244 -6.040 0.199 0.090 0.101
H 0.388 0.139 -6.838 0.051 0.044 -0.200
H 3.822 4.426 -6.020 0.025 -0.020 0.012
H 2.962 2.648 -3.121 -0.109 0.270 0.005
H 3.924 1.554 -4.087 -0.308 -0.144 -0.112
H 5.284 3.124 -3.032 0.093 0.019 -0.001
H 5.344 3.438 -4.629 0.190 -0.094 0.081
H 1.073 3.128 -3.958 -0.003 0.031 0.099
H -0.623 3.382 -5.917 -0.051 -0.019 -0.033
H 0.751 3.762 -6.906 0.062 0.186 -0.035
N -0.035 -1.630 4.564 -0.009 0.024 -0.057
C -0.702 -2.650 3.948 -0.011 0.075 0.156
C -1.525 -2.099 3.000 -0.061 -0.072 -0.104
C -1.340 -0.689 3.046 -0.015 0.047 -0.087
C -0.415 -0.433 4.020 0.050 -0.026 0.035
H 0.634 -1.742 5.303 0.005 -0.003 0.014
H -0.534 -3.672 4.236 0.006 -0.011 0.023
H -2.187 -2.643 2.344 -0.040 0.022 0.016
H -1.834 0.048 2.434 -0.021 0.015 0.022
H 0.003 0.496 4.371 -0.032 0.024 -0.002
N -4.110 -3.688 5.184 -0.004 -0.035 -0.031
C -3.320 -4.422 6.026 0.014 0.030 -0.068
C -4.121 -4.967 6.992 -0.024 -0.023 0.019
C -5.452 -4.545 6.720 0.007 -0.004 -0.003
C -5.410 -3.760 5.598 0.019 0.003 -0.009
H -3.779 -3.176 4.386 0.040 0.069 0.044
H -2.258 -4.493 5.866 0.014 0.010 0.035
H -3.791 -5.597 7.801 0.012 -0.014 -0.006
H -6.336 -4.791 7.283 -0.007 0.000 0.006
H -6.192 -3.248 5.063 -0.014 0.006 0.011
N -2.471 4.618 2.422 0.050 0.014 0.023
C -2.336 5.273 3.615 -0.010 0.004 -0.032
C -2.341 4.335 4.612 0.016 -0.014 0.001
C -2.484 3.061 3.994 0.050 0.010 0.026
C -2.560 3.273 2.643 0.009 -0.111 -0.079
H -2.504 5.056 1.520 -0.018 -0.009 -0.020
H -2.249 6.345 3.653 -0.006 0.007 0.015
H -2.254 4.537 5.666 -0.004 0.004 0.008
H -2.527 2.103 4.485 -0.021 -0.008 0.001
H -2.670 2.585 1.820 -0.051 0.025 -0.024
N -2.271 10.735 -6.846 -0.007 0.004 0.026
C -3.125 11.763 -6.552 0.016 -0.018 -0.033
C -3.638 11.535 -5.303 0.001 -0.012 0.021
C -3.070 10.322 -4.827 -0.019 0.013 0.002
C -2.229 9.853 -5.800 0.056 -0.021 -0.042
H -1.753 10.642 -7.700 0.020 0.003 -0.005
H -3.292 12.564 -7.251 -0.013 0.008 0.002
H -4.343 12.167 -4.789 -0.003 0.006 0.004
H -3.257 9.849 -3.877 0.001 -0.004 0.007
H -1.608 8.969 -5.839 -0.157 0.361 0.097
N -0.404 -7.092 6.047 0.015 -0.011 0.015
C -0.283 -6.341 7.184 0.001 0.030 -0.047
C -0.303 -7.193 8.254 -0.004 -0.019 0.009
C -0.442 -8.512 7.742 0.008 0.004 0.014
C -0.501 -8.416 6.378 -0.010 0.028 -0.030
H -0.421 -6.727 5.114 0.034 0.007 -0.018
H -0.191 -5.269 7.134 -0.001 0.009 0.036
H -0.227 -6.905 9.289 -0.002 0.002 0.008
H -0.493 -9.424 8.311 -0.001 -0.006 0.006
H -0.603 -9.173 5.620 -0.013 -0.016 0.008
N 0.947 -6.335 2.284 0.086 0.017 0.063
C 1.024 -4.970 2.208 -0.129 -0.145 -0.087
C 2.344 -4.622 2.267 0.107 -0.028 0.025
C 3.098 -5.823 2.383 -0.008 0.032 -0.009
C 2.207 -6.862 2.390 -0.052 0.000 -0.001
H 0.099 -6.870 2.262 -0.002 -0.022 -0.082
H 0.142 -4.363 2.116 -0.007 0.033 -0.018
H 2.719 -3.613 2.231 -0.095 0.051 0.045
H 4.169 -5.915 2.452 0.004 -0.016 0.014
H 2.362 -7.924 2.459 0.017 -0.005 0.015
N -2.318 -3.441 -0.522 0.063 -0.021 0.069
C -2.978 -4.446 -1.175 -0.031 0.053 -0.011
C -3.785 -3.868 -2.119 0.030 0.009 -0.010
C -3.600 -2.460 -2.034 0.011 -0.050 -0.018
C -2.689 -2.231 -1.038 0.072 0.074 0.015
H -1.656 -3.561 0.222 0.042 -0.030 -0.025
H -2.819 -5.478 -0.914 -0.015 -0.013 -0.009
H -4.435 -4.395 -2.797 -0.009 -0.003 -0.003
H -4.079 -1.706 -2.635 -0.022 0.007 0.013
H -2.268 -1.318 -0.651 -0.067 0.040 -0.002
N 5.301 -2.585 1.357 0.027 0.045 -0.020
C 5.139 -1.241 1.157 -0.034 -0.025 0.024
C 6.330 -0.738 0.704 0.008 -0.002 -0.021
C 7.245 -1.823 0.626 0.003 0.015 -0.009
C 6.580 -2.948 1.034 -0.025 -0.001 0.023
H 4.590 -3.207 1.691 0.033 -0.062 -0.046
H 4.196 -0.761 1.353 0.001 0.014 0.009
H 6.525 0.292 0.457 0.007 0.008 0.003
H 8.272 -1.781 0.307 0.007 0.001 -0.005
H 6.905 -3.970 1.121 0.016 -0.003 -0.002


(2)
118
Properties=species:S:1:pos:R:3:forces:R:3 method="wB97M-V/def2-TZVPD" charge=-1 homo_ev="-4.523 / -4.765" e_lumo_ev="0.99 / 0.58" e_above_lowest_kcal_mol=76.80 gap_ev="5.51 / 5.35"
Bi -1.136 -0.037 1.441 0.562 0.466 -0.592
Se -2.033 -0.305 3.896 -0.095 0.214 1.249
Se -4.105 -1.283 4.297 0.014 -0.120 -0.196
Se -5.890 -0.278 3.469 -0.251 0.089 -0.132
Se -3.305 -0.368 0.257 -1.177 -0.167 -0.361
C -0.265 -3.788 -2.494 -0.134 -0.019 -0.068
C -0.966 -4.237 -1.214 0.028 -0.005 0.244
P -0.602 -3.183 0.288 0.052 -0.855 -0.008
C -1.935 -3.758 1.409 0.113 0.121 0.015
C -1.719 -3.586 2.779 -0.043 0.018 -0.135
C -2.605 -4.108 3.703 -0.022 -0.134 0.123
C -3.741 -4.780 3.279 -0.033 -0.047 -0.058
C -4.020 -4.852 1.925 -0.152 -0.067 0.117
C -3.132 -4.337 0.999 0.077 0.040 -0.006
C 0.809 -4.189 0.943 -0.102 0.150 -0.127
C 2.027 -3.994 0.288 -0.109 -0.236 -0.130
C 3.181 -4.621 0.722 0.139 0.020 -0.150
C 3.144 -5.439 1.838 0.046 -0.069 0.128
C 1.938 -5.662 2.481 0.090 -0.084 0.054
C 0.776 -5.057 2.027 0.014 -0.002 0.001
C -1.110 -2.781 -3.267 0.113 0.107 0.041
P -1.026 -1.069 -2.513 0.136 -0.091 -0.609
C -2.483 -0.377 -3.385 0.201 0.065 0.268
C -3.725 -0.942 -3.111 0.059 0.049 -0.038
C -4.867 -0.435 -3.696 -0.161 -0.044 -0.005
C -4.793 0.657 -4.545 -0.064 0.107 -0.119
C -3.568 1.253 -4.783 -0.096 0.134 -0.120
C -2.422 0.745 -4.199 -0.044 -0.017 -0.061
C 0.327 -0.395 -3.577 -0.085 -0.019 0.240
C 1.381 0.246 -2.938 -0.080 -0.196 0.163
C 2.397 0.838 -3.664 0.268 0.150 -0.091
C 2.380 0.786 -5.046 0.066 0.100 0.071
C 1.341 0.140 -5.697 -0.013 -0.016 -0.233
C 0.320 -0.442 -4.970 0.037 -0.134 0.015
H -0.081 -4.663 -3.127 0.045 0.078 0.055
H 0.705 -3.341 -2.267 0.154 -0.087 -0.086
H -0.709 -5.272 -0.967 -0.132 0.092 0.004
H -2.041 -4.180 -1.380 -0.007 -0.122 -0.051
H -0.838 -3.056 3.118 0.048 -0.014 0.064
H -2.412 -3.993 4.761 0.053 0.033 0.038
H -4.416 -5.226 3.996 -0.062 0.067 0.062
H -4.935 -5.314 1.578 -0.050 -0.029 0.025
H -3.401 -4.389 -0.044 0.053 -0.083 -0.116
H 2.051 -3.363 -0.591 0.119 0.050 0.097
H 4.119 -4.458 0.202 -0.011 0.031 -0.021
H 4.052 -5.899 2.204 0.023 -0.029 0.010
H 1.895 -6.304 3.350 0.011 -0.062 0.021
H -0.151 -5.263 2.543 0.034 0.006 -0.026
H -2.158 -3.093 -3.270 0.070 -0.024 -0.035
H -0.775 -2.725 -4.307 -0.117 0.041 0.066
H -3.802 -1.759 -2.407 -0.028 -0.104 0.012
H -5.821 -0.885 -3.476 -0.165 -0.065 0.031
H -5.688 1.045 -5.011 -0.059 0.039 0.005
H -3.494 2.123 -5.423 -0.045 0.022 -0.022
H -1.478 1.228 -4.391 0.105 0.056 -0.011
H 1.398 0.278 -1.853 -0.020 0.104 0.011
H 3.198 1.358 -3.159 0.064 0.009 0.111
H 3.168 1.259 -5.613 0.057 0.013 -0.057
H 1.329 0.108 -6.779 -0.049 -0.037 -0.028
H -0.499 -0.925 -5.488 -0.014 0.012 -0.029
Cl 1.047 -0.141 3.333 0.045 0.004 0.694
C -2.608 5.337 2.874 0.219 -0.584 -0.139
Si -2.288 3.446 2.970 -0.118 0.474 0.506
C -1.322 3.202 4.607 -0.197 -0.166 -0.629
C -4.007 2.619 2.970 0.638 0.082 -0.147
Si -0.908 2.710 1.157 -0.065 -0.174 0.129
Si -1.808 3.442 -0.942 0.086 0.684 -0.622
C -0.572 3.135 -2.376 -0.403 -0.130 0.545
C -3.552 2.879 -1.467 0.521 -0.090 0.315
C -1.895 5.359 -0.848 0.028 -0.562 0.090
Si 1.400 3.434 1.358 0.692 0.623 -0.034
C 1.233 5.343 1.292 -0.062 -0.518 -0.009
C 2.358 3.098 2.975 -0.543 -0.234 -0.385
C 2.573 3.009 -0.105 -0.539 -0.217 0.382
H -3.060 5.697 3.793 -0.119 -0.035 0.267
H -3.279 5.585 2.059 -0.159 0.043 -0.191
H -1.683 5.884 2.725 0.197 0.142 -0.044
H -1.991 3.136 5.460 -0.212 0.042 0.096
H -0.634 4.027 4.773 0.088 0.205 -0.043
H -0.740 2.285 4.587 0.112 -0.135 -0.010
H -4.311 2.308 3.969 0.092 0.013 0.107
H -4.013 1.726 2.350 0.025 -0.153 -0.020
H -4.783 3.271 2.576 -0.012 0.263 -0.068
H -0.291 2.089 -2.448 0.069 -0.113 -0.005
H 0.335 3.719 -2.246 0.136 0.077 0.142
H -1.001 3.424 -3.331 -0.236 0.091 -0.147
H -3.663 1.801 -1.419 0.049 -0.219 -0.033
H -3.783 3.187 -2.487 0.159 0.168 -0.108
H -4.307 3.301 -0.812 -0.144 0.163 0.229
H -0.909 5.801 -0.751 0.188 0.033 0.045
H -2.487 5.694 -0.005 -0.139 0.077 0.193
H -2.342 5.771 -1.749 -0.139 -0.041 -0.256
H 0.542 5.704 2.044 -0.207 0.082 0.200
H 0.870 5.673 0.327 -0.108 0.085 -0.263
H 2.186 5.833 1.463 0.312 -0.024 0.063
H 1.861 3.553 3.827 -0.143 0.100 0.129
H 3.374 3.484 2.933 0.118 0.243 -0.258
H 2.423 2.035 3.175 -0.044 -0.214 0.025
H 2.076 3.117 -1.064 -0.153 0.020 -0.226
H 2.937 1.985 -0.032 -0.047 0.000 0.041
H 3.439 3.664 -0.112 0.121 0.297 0.179
C 3.920 -1.124 2.192 -0.369 -0.090 0.186
Te 2.328 -0.714 0.805 0.835 0.081 -0.241
C 3.931 -1.087 -0.642 -0.365 -0.110 -0.155
C 5.208 -0.862 0.088 0.293 0.103 0.080
C 6.409 -0.658 -0.579 0.031 -0.026 -0.068
C 7.588 -0.480 0.120 0.177 0.024 -0.124
C 7.576 -0.497 1.503 0.041 -0.019 0.157
C 6.384 -0.696 2.177 0.118 0.020 0.035
C 5.199 -0.878 1.480 0.195 -0.019 -0.171
H 3.858 -2.166 2.514 -0.170 -0.006 -0.055
H 3.821 -0.500 3.076 -0.177 0.066 -0.038
H 3.862 -0.442 -1.517 -0.096 0.054 0.019
H 3.911 -2.117 -1.007 -0.178 -0.090 -0.006
H 6.417 -0.653 -1.661 -0.007 0.029 -0.101
H 8.518 -0.333 -0.412 0.027 0.030 -0.031
H 8.493 -0.362 2.058 0.092 0.037 0.051
H 6.365 -0.711 3.259 0.016 0.013 0.101


(3)
120
Properties=species:S:1:pos:R:3:forces:R:3 method="wB97M-V/def2-TZVPD" homo_ev="-7.110 / -8.425" e_lumo_ev="0.52 / -0.59" e_above_lowest_kcal_mol=0.99 gap_ev="7.63 / 7.83" s2=0.759 spin_multiplicity=2
Sc -0.156 0.049 0.078 -0.351 -0.323 0.723
C -0.995 4.233 -1.236 -0.022 0.010 -0.009
C -1.490 2.791 -1.211 0.013 -0.028 0.034
C -2.628 2.657 -0.214 0.059 -0.009 -0.096
C -1.931 2.360 -2.602 -0.035 0.006 0.019
O -0.436 1.895 -0.769 0.102 0.084 -0.080
Ge 1.473 2.381 -1.005 0.113 0.095 -0.129
O 1.694 0.937 0.288 0.075 0.032 -0.231
C 2.960 0.782 0.984 -0.092 0.007 0.040
C 2.657 0.003 2.250 0.012 -0.011 0.007
C 3.923 0.022 0.085 0.019 0.000 0.014
C 3.537 2.147 1.346 0.037 0.004 0.033
O 1.591 1.137 -2.351 0.026 0.119 -0.154
C 2.112 1.431 -3.652 0.032 -0.004 0.048
C 1.885 2.889 -4.058 0.008 0.005 -0.007
C 1.373 0.522 -4.623 -0.006 0.019 -0.013
C 3.611 1.144 -3.656 0.013 -0.012 -0.001
H -1.838 4.888 -1.464 0.000 -0.001 0.000
H -0.234 4.393 -2.002 0.004 -0.001 -0.003
H -0.585 4.528 -0.269 0.004 -0.005 0.009
H -3.513 3.190 -0.567 0.009 0.002 0.006
H -2.341 3.054 0.760 0.023 -0.001 0.007
H -2.898 1.609 -0.099 0.049 0.017 -0.065
H -2.698 3.036 -2.984 0.003 -0.001 0.004
H -2.350 1.355 -2.574 0.018 -0.001 -0.006
H -1.085 2.366 -3.289 0.040 0.002 -0.015
H 2.151 -0.929 2.001 0.001 -0.008 -0.009
H 2.021 0.583 2.920 0.013 -0.001 -0.005
H 3.583 -0.243 2.773 0.001 0.002 0.000
H 3.533 -0.967 -0.149 -0.007 -0.010 -0.002
H 4.885 -0.099 0.587 0.000 0.005 -0.003
H 4.086 0.563 -0.848 -0.012 0.008 -0.013
H 2.809 2.745 1.895 0.021 -0.013 -0.014
H 3.858 2.705 0.465 -0.001 -0.002 -0.006
H 4.413 1.999 1.979 -0.002 0.005 0.006
H 0.825 3.147 -4.025 -0.034 -0.006 0.011
H 2.237 3.049 -5.079 -0.003 -0.007 -0.001
H 2.431 3.576 -3.409 0.000 -0.006 0.005
H 0.312 0.770 -4.616 0.001 -0.002 -0.009
H 1.477 -0.521 -4.322 0.002 -0.015 0.024
H 1.752 0.634 -5.642 0.007 -0.002 0.004
H 4.129 1.842 -2.992 -0.007 -0.002 0.005
H 4.032 1.254 -4.657 -0.002 0.002 -0.001
H 3.802 0.131 -3.306 -0.005 0.013 -0.010
Cl -0.565 2.003 7.559 -0.002 0.003 -0.002
C -0.631 1.487 5.919 -0.008 -0.023 0.002
C -1.023 0.190 5.601 0.007 0.005 0.013
Cl -1.450 -0.900 6.862 -0.002 0.000 -0.003
C -1.067 -0.232 4.276 -0.009 -0.020 0.033
Cl -1.593 -1.832 3.919 -0.029 0.021 0.045
C -0.699 0.617 3.216 0.001 0.030 -0.005
O -0.699 0.200 1.974 0.034 0.057 -0.127
C -0.339 1.933 3.567 -0.012 -0.046 -0.018
Cl 0.061 3.037 2.307 -0.035 -0.007 -0.039
C -0.298 2.360 4.890 0.011 0.010 -0.003
Cl 0.173 3.973 5.257 -0.003 -0.003 0.001
C -5.015 1.201 1.372 0.029 0.027 0.074
C -4.794 -0.241 0.887 -0.008 -0.008 0.011
C -3.851 -0.938 1.851 -0.017 0.017 -0.006
C -4.489 -0.325 -0.612 -0.027 0.000 0.013
C -5.590 0.008 -1.409 -0.009 -0.015 0.000
C -5.570 -0.083 -2.783 0.020 0.002 0.017
C -4.428 -0.557 -3.404 0.015 0.037 0.009
C -3.301 -0.891 -2.667 0.011 -0.011 -0.078
C -2.103 -1.475 -3.398 -0.047 -0.042 -0.009
C -1.906 -0.898 -4.800 -0.010 -0.012 0.003
C -2.265 -2.997 -3.504 -0.031 -0.023 -0.063
C -3.313 -0.736 -1.262 0.043 -0.024 -0.001
N -2.076 -1.029 -0.585 0.110 0.017 0.068
C -1.918 -2.307 -0.252 -0.040 -0.003 -0.002
C -0.672 -2.846 0.079 0.079 -0.018 -0.038
N 0.453 -2.128 0.052 -0.094 0.050 -0.029
C 1.647 -2.909 0.231 0.015 0.002 0.003
C 2.492 -3.116 -0.876 0.012 0.021 -0.008
C 3.636 -3.887 -0.704 0.001 -0.026 -0.004
C 3.949 -4.456 0.519 0.001 0.010 -0.001
C 3.109 -4.254 1.594 -0.017 0.013 0.003
C 1.953 -3.487 1.476 -0.009 -0.014 0.018
C 1.057 -3.336 2.689 0.002 0.023 -0.041
C 0.254 -4.617 2.944 0.016 -0.008 0.011
C 1.817 -2.981 3.970 0.010 -0.003 0.013
C 2.158 -2.538 -2.241 0.025 0.009 0.008
C 3.361 -2.498 -3.181 0.006 -0.011 0.012
C 1.034 -3.334 -2.911 0.047 0.031 0.034
H -4.066 1.671 1.636 -0.111 -0.039 0.021
H -5.636 1.196 2.269 0.004 -0.013 0.015
H -5.505 1.825 0.624 -0.023 -0.016 -0.002
H -5.760 -0.749 0.973 -0.013 0.037 -0.010
H -3.763 -2.007 1.657 0.001 -0.009 -0.020
H -4.233 -0.821 2.867 -0.009 -0.004 -0.004
H -2.854 -0.508 1.819 -0.049 -0.014 0.007
H -6.498 0.329 -0.912 -0.005 0.001 0.003
H -6.443 0.186 -3.364 -0.002 -0.009 0.001
H -4.414 -0.666 -4.480 -0.002 -0.006 -0.002
H -1.201 -1.264 -2.817 0.031 0.029 0.013
H -2.664 -1.265 -5.494 -0.012 0.001 0.002
H -0.937 -1.209 -5.194 -0.009 -0.004 0.005
H -1.945 0.192 -4.804 0.013 0.007 0.011
H -3.201 -3.232 -4.016 -0.011 0.005 -0.002
H -2.290 -3.476 -2.525 -0.006 0.005 -0.033
H -1.445 -3.435 -4.076 -0.067 0.011 0.010
H -2.764 -2.988 -0.287 -0.023 0.019 -0.029
H -0.623 -3.912 0.277 0.014 -0.009 0.001
H 4.300 -4.053 -1.540 0.008 0.002 -0.015
H 4.844 -5.055 0.627 0.003 0.004 0.000
H 3.348 -4.701 2.551 0.000 -0.001 -0.001
H 0.360 -2.525 2.482 0.031 -0.026 0.000
H 0.931 -5.443 3.174 0.001 -0.002 -0.007
H -0.347 -4.916 2.085 -0.009 0.004 -0.008
H -0.413 -4.485 3.797 0.002 0.001 0.005
H 2.438 -3.813 4.310 -0.002 -0.004 -0.002
H 1.104 -2.764 4.767 -0.001 0.005 -0.001
H 2.462 -2.113 3.844 0.001 0.000 -0.008
H 1.815 -1.507 -2.091 -0.020 -0.014 -0.013
H 3.668 -3.504 -3.473 0.000 -0.004 0.000
H 4.220 -1.999 -2.729 -0.003 -0.003 0.006
H 3.103 -1.967 -4.098 -0.003 0.001 0.002
H 1.353 -4.367 -3.073 0.001 -0.003 -0.002
H 0.788 -2.902 -3.885 0.018 0.010 0.023
H 0.127 -3.351 -2.310 0.042 0.006 0.005